(1)
{"formula": "C4H5NO2", "method": "ωB97M-V/def2-TZVPD", "elements": ["C", "C", "C", "O", "C", "O", "N", "H", "H", "H", "H", "H"], "xyz": [[1.859, -0.301, 0.192], [0.414, 0.004, 0.028], [-0.045, 0.564, -1.102], [-1.452, 0.627, -0.998], [-1.673, 0.103, 0.208], [-2.921, 0.017, 0.660], [-0.637, -0.291, 0.879], [2.290, 0.072, 1.124], [2.050, -1.375, 0.098], [2.354, 0.221, -0.632], [0.457, 0.537, -2.060], [-2.807, -0.411, 1.528]], "smiles": "Cc1coc(O)n1", "orbital_gap_ev": 9.621, "lumo_ev": 0.803, "de_lowest_kj_mol": 70.8}

(2)
{"formula": "C29H18ClFN4O10STi", "method": "ωB97M-V/def2-TZVPD", "elements": ["Ti", "C", "S", "O", "C", "C", "C", "C", "C", "C", "H", "H", "H", "H", "H", "H", "H", "H", "N", "C", "C", "C", "C", "C", "C", "C", "C", "C", "H", "H", "H", "H", "O", "N", "O", "C", "C", "C", "C", "O", "C", "C", "N", "O", "O", "N", "O", "O", "H", "H", "F", "Cl", "C", "C", "C", "C", "C", "C", "C", "O", "O", "H", "H", "H", "H"], "xyz": [[-0.155, 1.373, -0.407], [0.970, -1.537, 3.194], [-0.025, -1.248, 1.724], [0.046, 0.244, 1.583], [-1.631, -1.565, 2.461], [-1.979, -2.839, 2.890], [-3.257, -3.063, 3.381], [-4.177, -2.021, 3.418], [-3.824, -0.761, 2.955], [-2.543, -0.523, 2.471], [0.665, -0.833, 3.966], [2.002, -1.364, 2.893], [0.842, -2.568, 3.521], [-1.271, -3.657, 2.824], [-3.541, -4.055, 3.712], [-5.180, -2.204, 3.784], [-4.540, 0.051, 2.933], [-2.272, 0.445, 2.068], [-5.595, -7.107, 0.749], [-4.994, -6.164, 0.474], [-4.246, -4.989, 0.133], [-2.899, -5.093, -0.222], [-2.178, -3.959, -0.534], [-2.777, -2.688, -0.498], [-4.135, -2.602, -0.154], [-4.859, -3.734, 0.159], [-2.014, -1.514, -0.726], [-1.369, -0.476, -0.724], [-2.427, -6.066, -0.243], [-1.130, -4.027, -0.797], [-4.594, -1.624, -0.111], [-5.901, -3.655, 0.442], [6.239, 3.761, -1.895], [6.247, 2.551, -1.737], [7.263, 1.872, -1.841], [5.001, 1.892, -1.413], [5.003, 0.525, -1.243], [3.816, -0.120, -0.930], [2.581, 0.577, -0.851], [1.430, 0.045, -0.766], [2.679, 2.001, -0.945], [3.827, 2.655, -1.259], [1.419, 2.654, -0.753], [1.313, 3.884, -1.184], [1.038, 2.433, 0.595], [3.879, -1.551, -0.694], [3.062, -2.051, 0.056], [4.777, -2.187, -1.234], [5.913, -0.042, -1.349], [3.801, 3.727, -1.385], [-0.783, 1.886, -2.031], [-3.697, 7.342, -3.295], [-3.449, 5.963, -2.235], [-2.162, 5.568, -1.925], [-1.971, 4.476, -1.088], [-3.068, 3.796, -0.569], [-4.353, 4.216, -0.896], [-4.557, 5.300, -1.734], [-2.911, 2.614, 0.365], [-3.899, 2.176, 0.950], [-1.716, 2.171, 0.524], [-1.308, 6.092, -2.334], [-0.952, 4.176, -0.865], [-5.189, 3.673, -0.475], [-5.553, 5.630, -1.997]], "orbital_gap_ev": [6.084, 6.085], "lumo_ev": [3.919, 3.919], "total_charge": -2, "de_lowest_kj_mol": 0.0}

(3)
{"formula": "C5H8N2O2S", "method": "ωB97M-V/def2-TZVPD", "elements": ["N", "C", "O", "C", "C", "S", "N", "C", "C", "O", "H", "H", "H", "H", "H", "H", "H", "H"], "xyz": [[-1.190, -2.141, 1.219], [-1.118, -1.213, 0.257], [-1.923, -1.224, -0.646], [-0.077, -0.044, 0.499], [1.229, -0.531, 0.042], [2.114, -1.782, 0.630], [1.569, 0.206, -1.016], [0.804, 1.406, -1.217], [-0.404, 1.162, -0.258], [-0.577, 2.301, 0.489], [-0.547, -2.404, 1.901], [-1.741, -2.968, 0.925], [-0.018, 0.134, 1.563], [2.574, 0.250, -1.166], [0.591, 1.499, -2.366], [1.458, 2.295, -1.019], [-1.259, 0.865, -0.850], [-1.485, 2.190, 1.011]], "smiles": "NC(=O)[C@H]1C(=S)NC[C@@H]1O", "orbital_gap_ev": 9.143, "lumo_ev": 0.536, "de_lowest_kj_mol": 103.5}

(4)
{"formula": "C34H50O8S4", "method": "ωB97M-V/def2-TZVPD", "elements": ["O", "S", "O", "C", "C", "C", "C", "H", "H", "H", "H", "H", "H", "H", "H", "O", "S", "O", "C", "C", "C", "C", "H", "H", "H", "H", "H", "H", "H", "H", "O", "S", "O", "C", "C", "C", "C", "H", "H", "H", "H", "H", "H", "H", "H", "O", "S", "O", "C", "C", "C", "C", "H", "H", "H", "H", "H", "H", "H", "H", "C", "C", "C", "C", "C", "C", "H", "H", "H", "H", "H", "H", "C", "C", "C", "C", "C", "C", "H", "H", "H", "H", "H", "H", "C", "C", "C", "C", "C", "C", "H", "H", "H", "H", "H", "H"], "xyz": [[1.873, -4.347, -3.174], [1.342, -3.828, -1.899], [1.067, -2.419, -1.796], [-0.140, -4.731, -1.426], [0.394, -5.920, -0.747], [1.474, -5.524, 0.233], [2.346, -4.423, -0.487], [-0.636, -4.791, -2.348], [-0.638, -3.939, -0.771], [-0.363, -6.532, -0.184], [0.798, -6.675, -1.428], [2.058, -6.356, 0.579], [1.028, -5.057, 1.145], [3.326, -4.662, -1.008], [2.570, -3.587, 0.158], [2.553, -0.626, 8.772], [2.626, -0.901, 7.337], [3.664, -1.673, 6.738], [1.103, -1.597, 6.695], [1.009, -1.136, 5.240], [2.008, 0.013, 4.957], [2.498, 0.578, 6.288], [0.278, -1.330, 7.318], [1.249, -2.723, 6.791], [1.228, -1.927, 4.514], [-0.027, -0.838, 4.955], [1.582, 0.726, 4.198], [2.815, -0.532, 4.444], [1.921, 1.375, 6.817], [3.508, 1.117, 6.183], [6.771, -1.528, -2.312], [5.366, -1.819, -2.210], [4.917, -2.962, -1.402], [4.457, -0.284, -1.596], [4.106, 0.471, -2.877], [3.566, -0.652, -3.796], [4.534, -1.900, -3.847], [5.249, 0.253, -1.064], [3.648, -0.708, -1.042], [3.315, 1.186, -2.611], [4.948, 1.133, -3.256], [3.223, -0.259, -4.748], [2.665, -0.971, -3.180], [5.260, -1.788, -4.562], [3.914, -2.831, -3.911], [-1.572, -1.121, 1.259], [-0.881, 0.151, 1.517], [-0.544, 0.517, 2.877], [0.654, 0.112, 0.573], [0.906, 1.587, 0.231], [-0.485, 2.176, -0.191], [-1.573, 1.728, 0.734], [0.591, -0.513, -0.276], [1.415, -0.292, 1.283], [1.307, 2.143, 1.080], [1.525, 1.663, -0.670], [-0.742, 1.776, -1.183], [-0.380, 3.270, -0.260], [-2.602, 1.534, 0.312], [-1.697, 2.364, 1.563], [-2.765, -0.095, -3.849], [-1.581, -0.623, -3.515], [-0.907, -1.436, -4.425], [-1.475, -1.684, -5.639], [-2.679, -1.104, -6.053], [-3.289, -0.292, -5.129], [-3.247, 0.645, -3.171], [-1.126, -0.324, -2.571], [-0.018, -2.028, -4.066], [-0.838, -2.292, -6.340], [-3.284, -1.200, -6.945], [-4.213, 0.197, -5.401], [-1.664, 5.949, 0.298], [-0.485, 6.004, -0.477], [-0.563, 5.690, -1.847], [-1.696, 5.122, -2.370], [-2.742, 4.748, -1.542], [-2.759, 5.253, -0.216], [-1.579, 6.248, 1.300], [0.333, 6.552, -0.025], [0.304, 5.982, -2.436], [-1.704, 4.792, -3.419], [-3.545, 4.057, -1.911], [-3.598, 5.111, 0.368], [-5.078, 1.431, 0.777], [-4.668, 0.596, 1.787], [-4.708, 1.007, 3.089], [-5.125, 2.329, 3.378], [-5.583, 3.168, 2.416], [-5.475, 2.695, 1.039], [-4.966, 1.123, -0.208], [-4.486, -0.452, 1.490], [-4.453, 0.290, 3.866], [-5.172, 2.784, 4.374], [-5.783, 4.177, 2.579], [-5.756, 3.405, 0.268]], "smiles": "O=S1(=O)CCCC1.O=S1(=O)CCCC1.O=S1(=O)CCCC1.O=S1(=O)CCCC1.c1ccccc1.c1ccccc1.c1ccccc1", "orbital_gap_ev": 9.816, "lumo_ev": 0.292}